No. 1
# C24H45IO11

5 unconnected molecules or ions with the total composition C24H45IO11 at a distorted geometry (ωB97M-V/def2-TZVPD, the OMol25 dataset).

```
81
Properties=species:S:1:pos:R:3:forces:R:3:lowdin_charge:R:1
H -3.91707 -7.09093 -1.65509 0.009 0.194 0.214 0.093
H 2.02030 -0.61545 2.71350 1.241 -0.261 -1.424 0.132
H 2.05532 -0.43052 -1.41052 -0.355 -1.012 1.390 0.100
O 4.02681 4.66386 0.76193 0.255 -0.241 -0.365 0.000
C -3.69469 2.22174 3.08965 -0.206 -0.249 -0.706 -0.517
H 1.32083 -2.60780 3.12232 1.587 -0.512 -0.330 0.097
H -2.11692 1.51231 1.87419 -0.414 0.284 0.033 0.064
H 3.24180 2.80973 1.03984 0.173 0.391 -0.035 0.096
H 3.78209 0.05103 0.02235 -0.911 -1.192 0.932 0.174
H -1.89425 0.40352 -3.87786 -0.144 -0.185 -0.159 0.123
C -1.37906 1.68367 -5.51229 0.002 0.056 -0.217 -0.064
H -0.07383 -0.76476 -6.74474 -0.048 0.253 -0.050 0.072
H 2.15688 -5.39391 3.12226 -0.074 1.098 -1.397 0.101
H 5.77151 6.48582 2.88857 -0.192 0.123 -0.180 0.092
C 2.85365 -0.29714 0.57823 -1.662 0.603 0.994 -0.232
C 3.47311 -2.31177 2.29514 -0.051 0.403 1.410 -0.202
C -2.39629 2.44069 2.36603 0.110 -0.410 0.280 -0.008
C -3.09814 -2.91785 -2.82557 -0.164 0.040 0.066 -0.052
O -2.48384 -0.48174 -5.60885 -0.277 -0.275 0.404 -0.016
I 1.99814 -3.04846 -0.99703 -0.318 0.941 0.384 0.992
H -0.69074 2.29776 -4.92771 -0.045 -0.038 -0.018 0.083
H -1.03127 -0.23661 -8.15792 0.031 -0.009 0.086 0.097
H 2.17802 5.12915 2.72741 0.027 -0.095 0.047 0.067
O -4.51404 1.43506 2.67493 0.282 0.579 0.577 0.100
C 1.97839 -4.58162 2.32535 -0.727 -0.212 0.973 -0.273
C 1.80807 -0.96617 -0.41812 1.131 1.180 -2.384 -0.650
H -1.10006 -3.52257 -3.29199 0.045 -0.164 0.233 0.110
H 3.90440 -2.79910 1.36064 -0.872 0.692 1.123 0.071
H -2.53062 3.21689 1.61063 0.038 0.000 0.070 0.103
C 0.72729 0.66516 0.68650 -2.319 0.309 0.913 -0.366
C 4.81921 5.66733 1.18325 0.241 0.632 -0.262 -0.528
C -2.20124 -1.23727 -6.68714 -0.312 -0.302 -0.608 -0.531
H 4.06930 3.42532 2.45218 0.014 0.153 0.018 0.115
H -3.37817 3.87757 5.88779 -0.140 -0.170 -0.157 0.122
H -2.04942 3.25185 4.93809 -0.031 -0.002 -0.127 0.111
H -1.56851 2.69714 3.02412 -0.024 0.214 -0.086 0.067
H 2.65533 -3.37449 4.10312 -0.495 0.361 -1.657 0.110
O -1.75215 -4.60185 -1.69885 0.601 -0.097 0.053 -0.025
H -2.50723 5.08877 3.21531 0.073 -0.020 0.092 0.066
O -3.97634 2.98325 4.16610 -0.331 -0.201 0.504 -0.005
C 4.80794 6.03709 2.63970 0.492 -0.204 0.456 0.006
C 2.97588 -0.79338 2.09478 1.517 -0.280 -0.051 -0.121
H -2.80092 -2.17753 -2.07819 0.075 -0.062 -0.084 0.086
O 2.12699 0.98894 0.75372 -3.529 -1.227 -0.495 -0.046
H -2.18017 5.76593 4.82006 -0.042 -0.030 -0.014 0.079
O 0.45287 -0.51712 -0.10390 3.230 1.665 2.114 -0.027
H -0.55996 -0.21692 -4.82383 -0.031 -0.019 -0.126 0.111
O -3.02018 -2.02038 -7.10831 0.325 0.527 0.576 0.099
C 0.41560 -4.69526 1.89806 0.368 0.099 -0.896 -0.149
C 2.31582 -3.17086 3.02002 0.084 -0.701 0.178 -0.212
H -4.54329 -5.46002 -1.32947 0.054 0.009 -0.077 0.098
H -1.00871 1.63054 -6.53823 0.077 -0.007 0.092 0.068
H 1.56555 3.46588 2.73993 0.012 0.006 -0.077 0.078
H 3.76767 -0.11094 2.58501 -1.263 -0.847 -0.908 0.126
H 4.68857 5.18414 3.30509 -0.257 0.054 0.004 0.070
H 2.66893 -4.77802 1.44086 -0.950 0.249 1.218 0.054
H -2.28742 -4.73387 -3.71961 -0.067 -0.024 0.101 0.116
H 0.35504 -4.96542 0.78055 -0.144 0.226 1.824 0.021
H -0.14255 -3.69803 2.00040 0.884 -1.368 -0.043 0.072
H -3.25964 -2.41011 -3.77933 0.006 -0.035 0.028 0.072
O -0.22532 1.23426 1.23366 4.503 -1.499 -2.123 0.103
C -0.90054 -1.01665 -7.40633 0.552 -0.404 0.094 0.008
H -0.62031 -1.94678 -7.90442 -0.231 0.159 -0.076 0.093
C -2.03399 -3.98668 -2.96505 -0.252 0.238 -0.031 -0.229
H 4.01833 6.76802 2.82060 0.014 -0.090 0.007 0.096
H -3.78533 -5.87131 -2.89436 -0.109 0.239 0.049 0.073
H 1.41777 4.47633 1.28623 0.060 -0.142 0.029 0.089
H -0.14977 -5.48112 2.49284 0.800 1.000 -0.770 0.073
O -2.00863 -6.23895 -0.22981 0.055 0.539 -0.615 0.094
H -3.84337 5.64735 4.20684 0.070 -0.064 0.111 0.084
C 2.06435 4.22201 2.12970 -0.049 0.178 0.091 -0.058
C -3.74752 -6.02479 -1.81757 -0.067 -0.514 -0.456 0.009
O 5.46408 6.30564 0.38444 -0.489 -0.605 0.268 0.098
H -4.04892 -3.33957 -2.49324 0.037 -0.003 -0.110 0.072
C 3.40191 3.71028 1.63581 -0.212 0.015 0.035 -0.228
H 4.34378 -2.26464 3.05081 -1.227 -0.095 -1.301 0.109
H -2.35032 2.18269 -5.55067 0.073 -0.066 0.115 0.087
C -2.42712 -5.65582 -1.20314 -0.173 -0.317 0.605 -0.523
C -3.00570 3.77371 4.86595 0.000 0.192 -0.116 -0.236
C -1.51603 0.30547 -4.89822 0.042 0.276 -0.053 -0.235
C -2.87190 5.14833 4.24290 0.017 0.072 -0.210 -0.069
```
Forces are in eV/Å.

E_LUMO = -0.20 eV
SMILES string = CCCCC[C@@H]1OC(=O)O[C@@H]1I.CCOC(C)=O.CCOC(C)=O.CCOC(C)=O.CCOC(C)=O
Total charge = 0
Kohn-Sham gap = 9.687 eV
Energy above the lowest of the compared OMol25 structures with the same formula, charge and spin = 53.4 kcal/mol
Maximum force = 0.101 Eh/bohr
Electronic energy = -2066.71962 hartree

***

No. 2
# C27H80N8O13

13 unconnected molecules or ions with the total composition C27H80N8O13 at a distorted geometry (ωB97M-V/def2-TZVPD, the OMol25 dataset).

```
128
Properties=species:S:1:pos:R:3:forces:R:3:lowdin_charge:R:1
H 1.47324 0.59394 -3.63992 -1.829 0.991 0.139 0.052
C -3.11265 2.63109 0.51448 -1.646 -0.268 -0.089 -0.051
H 4.87525 3.46866 -0.54062 -0.151 -0.010 -0.034 0.075
H -1.43669 -1.50583 -7.57614 -0.281 0.488 1.278 0.113
O 1.03793 -0.49051 5.77099 -3.733 1.178 8.471 0.022
C -4.92248 -0.56647 5.25142 -1.408 -0.967 -1.145 -0.037
N 0.55707 -0.70351 -0.94441 1.802 -2.014 -3.131 0.178
C -3.19714 -1.54865 -0.85125 -8.281 -1.198 -1.686 -0.565
H -4.85947 2.04007 3.73863 -0.643 0.555 -0.456 0.116
H -2.63350 4.14576 1.90173 -0.410 0.718 0.094 0.144
H -2.42023 -2.46245 -2.38689 1.307 1.521 1.420 0.186
C 2.39878 0.12898 -3.70783 0.904 0.515 -2.797 -0.144
H 2.52022 -0.18667 -4.74579 -0.048 -0.008 -0.095 0.101
H 0.08563 5.79128 -3.94075 0.413 -0.112 0.005 0.074
H 2.65176 -4.26769 1.78899 1.289 0.747 -0.734 0.096
C 0.51862 -0.41345 3.66673 1.806 -0.329 -1.837 -0.026
H 3.13460 0.88185 -3.54171 0.886 0.346 0.617 0.075
H -1.11556 -2.83078 -0.59659 -0.741 -0.093 0.025 0.055
N 0.43006 -6.03546 -2.49279 -1.875 -4.868 -2.822 0.153
H 0.44141 0.71447 3.78518 -0.094 -1.578 -0.120 0.089
H 0.57447 3.46119 -4.63325 -1.008 -0.478 -0.924 0.144
O 2.27669 3.47823 3.80770 4.315 5.914 9.306 0.030
O 2.78024 -2.58213 -0.51951 -0.555 -1.928 -7.901 -0.015
H 0.85840 -0.67239 2.63020 -0.493 0.396 0.665 0.071
H 0.90509 2.54682 3.12377 -1.436 -0.926 -1.303 0.099
N 1.49693 -4.83248 -0.97257 1.527 0.055 3.314 0.149
C -1.48404 4.41926 0.07478 0.526 0.219 -0.686 -0.019
H -2.32342 5.05286 -0.25445 0.485 0.226 0.247 0.087
N -0.43386 -3.11847 0.06310 2.262 -2.469 -2.608 0.157
H -5.15820 -1.49287 4.69379 -0.270 0.379 0.159 0.095
C 0.95389 -4.91583 -2.12650 2.341 7.221 -5.169 -0.629
H 0.29768 -1.51689 -0.41273 0.517 -0.330 0.145 0.054
C -0.64463 5.01110 -3.75389 -2.067 1.258 -0.036 -0.050
H 4.90375 -1.25249 0.46575 -0.088 -0.227 -0.628 0.097
H 3.69314 0.86799 -0.96322 0.451 0.276 0.058 0.064
H -1.50664 5.28572 -4.35565 -0.099 -0.586 -0.905 0.064
O -4.48690 -2.02140 -1.05903 7.058 1.857 1.029 -0.096
H -3.08817 -1.59273 -6.80912 0.976 0.198 0.241 0.102
H 2.41221 4.38639 1.13503 1.105 0.152 -0.115 0.085
O 0.55306 1.60865 -1.14997 -1.411 -4.383 2.801 -0.076
H -1.59970 2.64456 2.75999 0.705 -0.089 -1.242 0.160
H -1.28612 -1.34095 -1.46722 1.104 0.790 -0.655 0.063
H -4.17122 -0.86478 5.95940 -0.103 0.113 0.833 0.082
H -0.53731 5.00282 0.22912 -1.224 -0.239 0.630 0.085
C 0.21563 0.46662 -0.51167 1.841 5.507 -2.494 -0.575
O -1.65726 0.02095 -5.40035 -0.398 10.180 0.778 0.018
C -2.10047 3.51748 1.20417 -4.332 4.466 -5.975 -0.574
H 2.30517 -2.42694 3.69190 -0.304 -0.898 -1.225 0.054
H -1.54166 2.45825 -2.54076 -0.020 0.379 0.869 0.045
N -0.45482 0.42299 0.61668 -1.715 2.540 2.023 0.173
H -2.77790 0.45426 2.82710 0.686 1.146 -0.150 0.045
H -2.20899 -1.59559 -4.55333 0.308 -0.744 -0.009 0.140
H -0.61205 1.59099 -3.65808 0.662 -2.383 -0.695 0.015
C -1.98875 -1.74782 -6.62158 -1.431 -1.697 -2.908 -0.066
H -2.26826 0.05124 -0.01151 0.127 0.502 -0.191 0.060
H -2.88820 2.08639 -0.43713 0.277 0.477 1.086 0.100
C -0.15373 -1.66298 -5.06004 2.025 2.511 1.357 -0.037
O 2.40521 -0.93851 -2.87395 -0.021 -0.722 2.659 -0.117
H 3.11722 1.27116 3.20680 0.314 -0.079 0.757 0.062
H 1.41817 -5.58647 -0.30932 0.123 -0.019 0.130 0.135
N -1.44500 -2.14635 1.66789 -3.244 2.989 3.102 0.137
H 2.82019 2.24702 -0.19720 1.229 -0.236 -0.538 0.057
H -1.87284 -2.79070 -6.56191 -0.134 -1.876 -0.180 0.056
H -0.37542 -0.96337 3.88461 -0.828 0.253 0.026 0.045
C 3.51332 -3.59056 1.43485 -1.496 -2.280 -1.002 -0.039
O 1.09233 -3.77991 -2.96108 -1.508 -5.083 3.402 -0.138
H -1.20081 3.89863 -0.86683 -0.356 -0.470 0.849 0.052
C -4.31757 0.45308 4.34339 4.176 -2.693 3.702 -0.672
H -2.63497 -0.72424 4.15868 -0.129 0.067 -0.905 0.099
C -0.54296 -3.01454 1.33864 3.156 -4.511 5.864 -0.571
H 2.53101 -2.85047 5.24511 -0.405 0.302 0.798 0.096
H 0.04312 -2.66815 -5.00758 -0.039 -2.608 -0.278 0.045
H 0.16036 -1.33275 -4.06519 -0.158 0.184 0.098 0.065
C 1.74527 -2.44282 4.60467 1.365 -0.287 0.007 -0.026
O 0.22501 -3.80274 2.24576 -3.768 4.186 -4.634 -0.133
O -1.32068 2.75030 1.81662 6.072 -4.549 6.272 -0.038
H 0.57367 -1.19050 -5.71868 -0.096 0.018 -0.412 0.101
C 1.50475 -0.99622 4.70798 2.371 0.949 -5.546 -0.622
H 0.85555 4.63462 1.82251 -0.499 1.012 0.724 0.060
H 3.40739 -0.33415 0.63882 -0.871 2.272 -0.807 0.000
H 2.54392 -1.76340 -0.94864 -0.074 0.305 -0.601 0.074
H 3.48460 2.40729 -1.84460 -1.078 -0.512 -0.408 0.073
H -1.07537 5.23332 -2.75680 0.561 -0.303 -0.059 0.071
H 2.01005 -2.18048 1.16818 -0.413 0.579 0.884 0.105
H -5.84791 -0.10651 5.60713 0.178 -0.474 0.720 0.094
H 0.88302 -3.05724 4.58998 -0.723 -0.668 -0.259 0.069
C 1.59005 3.90262 1.60152 -0.982 -0.778 0.742 -0.014
H 1.05589 3.31135 0.89316 -0.021 -0.589 -1.002 0.047
H -4.02260 3.13847 0.38183 -1.184 1.521 -1.314 0.067
H -3.81645 1.07269 5.09453 0.430 0.600 -0.195 0.149
H -1.51721 -1.95059 2.66890 -0.020 -0.385 -0.537 0.085
H 0.08525 -6.08858 -3.47720 0.511 0.297 1.403 0.141
H 0.76214 -6.98766 -2.15120 -0.610 2.193 -0.275 0.157
H 4.05939 -3.35126 2.30026 0.686 0.529 1.066 0.052
C -1.51341 -1.22214 -5.34074 -1.688 -6.500 0.071 -0.693
O 4.95696 2.51512 -0.61373 0.531 -0.677 1.280 -0.116
H 2.41461 2.83816 4.53023 -0.032 0.537 -0.663 0.130
H -2.24142 -1.60329 1.09214 1.893 -1.646 0.953 0.093
H -3.78027 -0.87510 2.74270 -0.244 -0.031 0.797 0.097
C -3.33360 -0.17710 3.47839 2.328 -2.910 -0.023 -0.079
H -3.58227 2.05505 1.30447 0.627 -1.429 0.201 0.059
C 3.67472 1.95604 -0.87610 -0.953 1.342 -0.720 -0.166
C -0.00623 3.61653 -3.70385 -8.076 0.719 -8.882 -0.640
C 2.80673 1.87876 2.37809 0.097 -1.026 -2.391 -0.040
H 4.17582 -1.08096 2.01279 -0.504 0.097 -0.754 0.099
H -2.58345 0.32179 -5.36946 0.762 -0.332 -0.122 0.140
H 2.36521 1.14056 1.69022 -0.015 0.322 -0.005 0.060
N -2.99721 -0.62925 0.09604 -2.983 1.218 1.896 0.112
O -5.07866 1.12780 3.56780 -5.060 4.237 -3.213 0.040
H -3.92626 -0.28018 0.43731 1.421 -0.290 -0.348 0.159
H -1.89095 2.74277 -4.21957 0.579 -0.692 0.141 0.096
H 2.48083 -0.53928 4.57167 0.693 0.075 -0.797 0.128
H 1.21223 -0.81295 -1.78309 -1.199 0.137 1.052 0.097
C 3.92287 -1.17292 0.92296 0.649 -2.324 2.539 0.003
H 4.19236 -4.10771 0.73199 -0.242 -0.126 0.393 0.099
H 1.47009 0.26666 6.12105 0.603 0.589 0.218 0.103
C -1.07781 2.49117 -3.50459 -0.559 3.097 -1.016 -0.017
H 0.11253 -3.91686 -0.20216 0.153 -0.025 -0.350 0.072
C 1.83316 2.96168 2.77294 -2.117 -4.083 -6.444 -0.639
H 3.69012 2.30551 1.84146 -0.513 -0.299 0.698 0.102
O 0.82341 3.80172 -2.84427 8.469 0.117 9.530 0.020
N -2.14954 -1.80534 -1.58178 -1.836 -3.313 -3.574 0.177
H -0.71031 1.36348 1.00097 0.219 -1.190 -0.086 0.098
H -0.86062 -0.41816 1.04847 1.187 0.503 -0.147 0.066
C 2.96809 -2.39135 0.70978 2.319 2.601 8.101 -0.607
H 0.69457 3.06572 -2.26956 1.093 -0.967 1.966 0.044
H 1.98037 -3.94092 -0.70460 -0.163 -0.769 -0.561 0.079
H 2.77931 -1.74004 -3.18399 0.433 -1.097 -0.817 0.095
```
Forces are in eV/Å.

E_LUMO = -0.22 eV
Total charge = 0
Kohn-Sham gap = 8.593 eV
Energy above the lowest of the compared OMol25 structures with the same formula, charge and spin = 202.5 kcal/mol
Maximum force = 0.248 Eh/bohr
Electronic energy = -2492.46783 hartree

***

No. 3
# C4H6N2O

C4H6N2O in the gas phase at a distorted geometry (ωB97M-V/def2-TZVPD, the OMol25 dataset).

```
13
Properties=species:S:1:pos:R:3:forces:R:3:lowdin_charge:R:1
N -0.45290 0.91803 -0.12960 -6.283 1.397 -0.680 -0.127
C 0.28200 -0.12852 -0.21383 5.287 -1.440 2.194 -0.329
N -1.89271 0.52962 -0.16071 2.571 1.272 1.216 0.118
H -1.09417 2.61348 0.29641 -0.779 -0.137 0.188 0.099
O -0.24762 2.28036 0.00726 1.769 -1.019 -0.756 0.062
H -2.49911 -1.49714 0.10416 -2.623 -0.658 0.232 0.080
C -1.78376 -0.76428 0.03746 1.282 0.083 -1.179 -0.205
H -0.12281 -2.23887 0.21532 -0.274 0.641 -0.604 0.114
H 2.14541 0.13991 1.01850 -0.320 -0.332 -1.086 0.084
C -0.49558 -1.24228 -0.06531 0.534 -1.089 0.503 -0.078
H 2.12564 0.72628 -0.80081 0.403 -2.440 1.883 0.124
C 1.85148 -0.16515 -0.02209 -1.803 3.215 -1.814 -0.004
H 2.18414 -1.17144 -0.28679 0.236 0.508 -0.097 0.062
```
Forces are in eV/Å.

E_LUMO = 0.97 eV
SMILES string = Cc1ccnn1O
Total charge = 0
Kohn-Sham gap = 9.670 eV
Energy above the lowest of the compared OMol25 structures with the same formula, charge and spin = 97.8 kcal/mol
Maximum force = 0.126 Eh/bohr
Electronic energy = -340.63913 hartree